# C5H8O2

An isolated molecule of C5H8O2 (ωB97M-V with the def2-TZVPD basis set, the OMol25 dataset).

```
15
Properties=species:S:1:pos:R:3
C 1.81035 -0.55430 0.81504
C 0.63937 -0.30966 -0.08231
C 0.43647 -0.71020 -1.34844
C -0.68064 0.09350 0.29716
O -1.21834 -0.56766 1.29910
C -1.35242 1.27279 -0.40355
O -0.76861 1.76413 -1.43409
H 2.72554 -0.56603 0.21522
H 1.72731 -1.49675 1.36090
H 1.90663 0.25724 1.54510
H -0.33408 -0.20704 -1.93966
H 1.02102 -1.50949 -1.78905
H -2.17253 -0.37849 1.34317
H -2.45488 1.03989 -0.46464
H -1.28518 1.87208 0.58606
```

**Charge**: 0

natural (NBO) population analysis, charges in e, atoms 1 to 4: -0.65, -0.10, -0.26, 0.54

---

# C5H8O2

A cluster of 2 separate species, C5H8O2 in total at a distorted geometry (ωB97M-V with the def2-TZVPD basis set, the OMol25 dataset).

```
15
Properties=species:S:1:pos:R:3
C 0.49415 -0.62902 1.30130
C -0.75691 -0.59702 0.43204
O -0.79477 -1.71254 -0.45276
C -0.90850 0.62269 -0.43947
C -0.30343 1.79519 -0.28236
C 2.05017 -0.02514 -1.81889
O 1.82173 0.51672 -2.79038
H 0.44772 -1.47374 2.00004
H 1.38140 -0.74160 0.67183
H 0.59624 0.28299 1.89859
H -0.66135 -2.50982 0.07411
H -1.63272 0.49077 -1.24341
H -1.64055 -0.62430 1.09245
H -0.52255 2.62893 -0.94382
H 0.42938 1.97589 0.50072
```

**Charge**: 0

natural (NBO) population analysis, charges in e, atoms 1 to 4: -0.64, 0.05, -0.72, -0.18

---

# C5H8O2

An isolated molecule of C5H8O2 (ωB97M-V with the def2-TZVPD basis set, the OMol25 dataset).

```
15
Properties=species:S:1:pos:R:3
O -0.97014 -1.06740 1.85890
C -1.87429 -0.39384 1.01820
C -1.49386 -0.30955 -0.22917
C -0.39368 -0.70386 -0.83888
C 0.88542 0.08410 -0.86122
C 1.00735 1.23522 0.14600
O 1.39456 0.81470 1.43502
H -0.65550 -1.84628 1.37892
H -2.74023 -0.02935 1.55096
H -0.38176 -1.69971 -1.28382
H 1.71418 -0.61146 -0.67003
H 1.00811 0.45534 -1.88298
H 1.80271 1.90376 -0.19963
H 0.07433 1.81843 0.17396
H 0.69260 0.25316 1.80018
```

**Charge**: 0
**SMILES string**: OC=C=CCCO

natural (NBO) population analysis, charges in e, atoms 1 to 4: -0.73, 0.03, -0.09, -0.13

---

Computed HOMO-LUMO gap (eV) in order:
8.03; 10.71; 9.83
Computed relative energy (zero: lowest compared OMol25 entry of this formula, charge and spin) (kJ/mol) in order:
403.5; 130.8; 307.8